(1)
DFT (the ωB97M-V functional and the def2-TZVPD basis) results for one molecule with the formula C21H27F3N2O2.

SMILES: O=C1CC[C@@H](C(=O)N2CCCCCCC2)CN1Cc1cccc(C(F)(F)F)c1
Energy above the lowest of the compared OMol25 structures with the same formula, charge and spin: 0.463 eV
HOMO-LUMO gap: 9.41 eV
LUMO level: 0.51 eV

Structure (XYZ):
```
55
Properties=species:S:1:pos:R:3:forces:R:3:lowdin_charge:R:1
F -0.3132 2.5729 -3.0587 0.222 -0.116 0.094 0.128
F -1.6649 4.2390 -3.0127 -0.006 0.165 0.121 0.131
F -2.4192 2.2430 -2.7690 -0.196 -0.214 0.218 0.156
O -4.2486 0.0519 1.1196 -0.347 0.036 -0.298 0.053
O -0.7910 0.0551 -0.3788 -0.302 -0.049 -0.251 0.075
N -2.2543 0.4261 2.0782 -0.012 0.185 0.244 -0.036
N 1.3518 -0.4951 -0.0573 0.208 0.165 -0.256 -0.028
C 0.0854 4.1253 0.8359 0.142 0.074 -0.131 -0.064
C -0.7191 3.4607 1.7484 -0.182 -0.079 -0.028 -0.039
C 1.6542 0.2047 -1.2975 -0.362 0.249 -0.442 -0.137
C -2.0087 2.5255 -0.0455 0.121 0.283 -0.128 0.039
C 1.9228 -2.9987 -1.9266 0.314 -0.026 -0.145 -0.191
C 1.2770 -0.5731 -2.5564 0.303 0.057 0.096 -0.175
C -1.7656 2.6576 1.3178 0.074 0.156 0.124 -0.188
C -1.1957 3.1830 -0.9512 -0.128 -0.045 -0.004 -0.118
C -0.1424 3.9826 -0.5190 -0.086 -0.065 0.029 -0.020
C -0.3327 -1.0945 1.6677 -0.156 0.101 0.006 -0.197
C 2.1532 -1.7899 -2.8463 -0.356 0.047 -0.025 -0.195
C 2.9379 -3.1685 -0.7870 -0.307 -0.133 0.188 -0.198
C 2.4883 -2.6354 0.5728 0.324 0.245 -0.131 -0.178
C -3.1309 -0.3456 1.3908 0.015 -0.342 0.066 -0.454
C -0.9541 0.0029 2.5378 0.314 -0.240 0.083 -0.092
C 2.4410 -1.1066 0.6694 0.043 -0.455 0.506 -0.154
C -2.5755 1.8300 2.2800 -0.253 0.028 -0.054 -0.087
C 0.0514 -0.4825 0.3203 0.254 -0.261 0.493 -0.389
C -1.3663 -2.2171 1.5348 0.102 0.063 -0.155 -0.130
C -2.6628 -1.7078 0.9236 -0.084 -0.078 -0.111 -0.079
C -1.4109 3.0454 -2.4302 0.014 0.187 -0.339 -0.582
H 3.2049 -1.4956 -2.8147 0.100 -0.020 -0.074 0.107
H 3.1360 -4.2354 -0.6591 0.077 0.027 -0.014 0.106
H 0.9138 -2.9513 -1.5144 -0.120 -0.080 -0.001 0.106
H 2.7177 0.4487 -1.3100 -0.006 -0.008 0.052 0.125
H 1.9702 -3.8984 -2.5434 -0.064 -0.001 0.027 0.104
H -2.3694 2.1090 3.3178 -0.029 0.024 -0.059 0.130
H 0.2320 -0.8732 -2.4775 -0.055 0.042 -0.060 0.112
H -2.5452 -1.5916 -0.1574 -0.074 -0.024 0.104 0.125
H 3.8852 -2.7007 -1.0633 0.101 -0.033 -0.020 0.108
H -1.5586 -2.6162 2.5348 0.069 -0.022 -0.010 0.123
H -0.2937 0.8765 2.5469 -0.061 -0.056 0.045 0.129
H 3.1933 -2.9879 1.3300 -0.043 -0.025 0.077 0.113
H 3.3736 -0.7048 0.2672 -0.076 0.037 0.075 0.124
H -2.8139 1.8959 -0.3886 -0.067 -0.097 -0.048 0.131
H 2.3964 -0.8092 1.7236 0.079 0.002 -0.116 0.117
H -0.5293 3.5716 2.8073 0.000 -0.019 0.114 0.112
H 0.4848 4.4827 -1.2416 0.059 0.062 -0.055 0.123
H 1.9409 -2.0978 -3.8723 0.082 0.014 -0.019 0.106
H 0.8974 4.7464 1.1825 0.070 0.063 0.031 0.104
H 1.5093 -3.0521 0.8125 -0.068 -0.038 0.104 0.100
H 1.3535 0.1224 -3.3941 -0.060 0.036 -0.040 0.112
H 0.5415 -1.4808 2.1909 -0.051 0.055 -0.020 0.122
H -1.0384 -0.3708 3.5703 0.140 0.071 -0.098 0.137
H -3.6442 1.9351 2.0761 0.176 0.040 0.157 0.130
H -3.4754 -2.4181 1.0855 -0.005 0.105 0.007 0.126
H 1.0807 1.1366 -1.2931 0.164 -0.046 0.002 0.108
H -0.9700 -3.0317 0.9234 -0.011 -0.047 0.069 0.113
```
Positions in Å, forces in eV/Å.

***

(2)
DFT (the ωB97M-V functional and the def2-TZVPD basis) results for a 4-piece molecular cluster, C21H27FN2O12S2 overall at a distorted geometry.

SMILES: CCCOc1ccc2nsnc2c1S(=O)(=O)F.C[C@@H]1COC(=O)O1.C[C@@H]1COC(=O)O1.C[C@@H]1COC(=O)O1
HOMO-LUMO gap: 7.29 eV
LUMO level: -1.89 eV

Structure (XYZ):
```
65
Properties=species:S:1:pos:R:3:forces:R:3:lowdin_charge:R:1
S -1.1943 4.5158 -2.7679 -5.626 -0.717 0.999 0.819
S -1.0968 -0.5443 -2.4820 1.463 1.938 0.660 0.905
F -0.5316 5.9480 -3.3394 -0.510 -2.718 0.976 -0.210
O 1.6266 2.7868 1.9695 0.229 -0.619 0.618 0.133
O -1.9793 3.8707 -3.8706 3.259 1.978 2.432 -0.321
O 1.8994 0.5641 2.3241 -0.017 1.094 0.065 0.073
O 1.2496 -3.8454 0.7835 0.794 -0.109 0.187 0.060
O -2.0890 4.8938 -1.5952 3.688 -0.630 -3.416 -0.333
O 2.1483 2.0012 4.0328 -0.136 0.143 -0.681 0.068
O 3.3775 -3.8856 1.5663 -0.636 -0.306 -0.631 0.136
O -3.5249 -3.0229 0.3325 0.205 -0.651 -0.294 0.068
O 1.6827 5.2241 -1.6341 -0.012 -2.982 0.969 -0.129
O -4.3576 -4.2296 -1.3703 0.758 -0.111 0.709 0.086
O 2.7861 -5.1242 -0.2407 0.019 0.578 0.826 0.085
O -2.5479 -4.9903 -0.2330 -0.707 0.683 -0.151 0.138
N -1.4112 1.1438 -2.6989 5.594 -1.098 2.612 -0.235
N 0.4580 -0.7101 -1.7527 -1.339 5.712 -0.926 -0.247
C -0.1801 1.7477 -2.1644 -0.999 -0.482 -0.753 -0.218
C 2.2448 1.2138 -1.0332 -1.453 3.876 -1.057 0.037
C 2.5156 2.7630 -1.0340 -2.329 -2.629 -0.821 0.042
C 2.4425 -0.1765 3.4167 -0.167 -1.165 0.176 -0.323
C 1.5161 -5.4724 -0.7935 -0.126 -0.348 -0.890 -0.322
C 1.4744 3.8212 -1.5876 -2.824 -2.396 -0.930 -0.150
C 2.5485 -4.2520 0.7775 0.613 0.251 0.545 -0.530
C -5.2935 -3.1861 -1.1008 -0.651 0.332 -0.730 -0.329
C 1.6341 -5.7495 -2.2836 -0.138 -0.499 -0.261 -0.010
C 0.0855 3.3168 -2.1479 4.544 -1.025 1.435 -0.095
C 2.0947 0.6926 4.5899 0.222 -0.006 0.641 -0.107
C 1.8445 -1.5729 3.4731 0.370 -0.497 0.047 -0.005
C 0.2792 5.7602 0.4698 0.820 0.516 0.748 -0.214
C -5.8978 -2.6571 -2.3918 -0.567 0.019 -0.123 -0.009
C 0.6834 -4.2717 -0.4510 -0.894 0.058 -0.135 -0.105
C -4.4498 -2.1918 -0.3585 -0.181 0.623 0.389 -0.108
C 1.7033 5.8235 -0.3057 -0.696 1.760 1.427 -0.185
C -3.3978 -4.1597 -0.4059 0.554 -0.671 0.078 -0.524
C 1.8704 1.8706 2.7063 -0.221 0.603 -0.603 -0.526
C 0.8871 0.6733 -1.6275 -0.309 0.798 -0.080 -0.262
C 0.6073 6.2578 1.9957 -0.067 -0.939 -1.057 -0.120
H 2.6211 -2.3191 3.2882 -0.223 0.043 -0.103 0.067
H 0.9293 -5.1540 -2.8701 0.100 0.054 0.116 0.083
H 1.4017 -6.7983 -2.4875 0.095 0.125 -0.045 0.081
H 0.7717 -3.4536 -1.1727 0.158 -0.111 -0.066 0.119
H -0.3723 -4.5214 -0.3235 0.190 0.097 0.151 0.114
H 1.1588 -6.3651 -0.2690 0.002 0.158 0.060 0.160
H -5.4512 -3.1263 -3.2714 0.092 0.058 0.198 0.093
H -6.9698 -2.8712 -2.4169 0.141 0.006 -0.097 0.082
H 2.6450 -5.5620 -2.6527 -0.116 0.110 0.158 0.092
H 1.0484 7.3155 1.9961 -0.822 -1.478 0.127 0.076
H 2.5738 5.4603 0.3624 -1.451 0.068 -1.181 0.131
H 1.3966 5.5120 2.3963 -1.399 1.291 -0.367 0.069
H 1.4214 -1.7993 4.4559 -0.058 0.167 -0.068 0.085
H -0.5011 6.4567 -0.0320 1.435 -1.282 0.746 0.116
H 2.8123 0.5936 5.4070 -0.070 0.176 -0.103 0.144
H -6.0773 -3.5997 -0.4572 0.163 0.031 0.051 0.159
H -0.1538 4.7048 0.5484 0.736 1.445 -0.315 0.103
H 3.5026 3.1634 -0.6086 -1.757 -0.747 -0.734 0.116
H 1.0700 -1.7149 2.7159 0.084 0.140 0.097 0.091
H -0.3716 6.1689 2.5885 1.668 0.375 -0.660 0.080
H -3.8869 -1.5170 -1.0108 -0.126 -0.081 -0.113 0.117
H 1.0859 0.5238 4.9790 0.034 -0.140 -0.135 0.141
H -5.7941 -1.5724 -2.4809 0.116 -0.106 0.025 0.086
H -5.0337 -1.5983 0.3479 0.190 -0.104 0.028 0.146
H 1.9057 6.9554 -0.4693 -0.235 -1.993 -0.048 0.143
H 3.5270 -0.2335 3.2726 -0.081 0.134 0.046 0.161
H 3.0325 0.5047 -0.6035 -1.394 1.197 -0.766 0.111
```
Positions in Å, forces in eV/Å.

***

(3)
DFT (the ωB97M-V functional and the def2-TZVPD basis) results for a 2-piece molecular cluster, C21H27N2Si overall at a distorted geometry.

Energy above the lowest of the compared OMol25 structures with the same formula, charge and spin: 0.250 eV
Charge: +1
HOMO-LUMO gap: 7.88 eV
LUMO level: -4.04 eV

Structure (XYZ):
```
51
Properties=species:S:1:pos:R:3:forces:R:3:lowdin_charge:R:1
Si 1.7715 0.8145 -4.2514 0.551 -0.347 -0.190 0.551
N 0.8632 1.1941 -2.6554 -0.628 0.420 0.592 -0.064
N 0.3379 1.3998 -0.4871 -0.759 -0.395 0.101 0.039
C -5.1447 -1.0249 2.3639 -0.361 -0.023 0.720 -0.040
C -0.6997 1.9181 -1.2176 0.156 0.145 -1.408 -0.092
C 1.3649 0.6541 1.9341 2.486 -0.031 0.717 -0.208
C 3.8218 0.9533 1.9663 -0.832 -0.024 -0.046 -0.016
C -2.2778 1.4725 2.1738 0.642 -0.435 0.167 0.000
C 1.5799 -0.6528 2.4534 -0.215 0.549 -0.031 0.006
C 2.5335 1.4798 1.7816 0.380 -0.914 0.493 -0.006
C -1.1602 0.6265 1.8233 -2.329 0.202 -0.068 -0.199
C 1.2306 0.9626 -1.3342 0.454 -0.041 -1.692 -0.136
C -3.5462 0.9399 2.3868 0.073 -0.051 -0.046 -0.020
C -0.3970 1.8247 -2.5637 0.708 -0.402 1.114 -0.068
C 5.3482 -1.0306 2.3827 0.569 -0.026 -0.288 -0.042
C -2.7042 -1.2678 1.8911 -0.161 -0.273 -0.057 -0.025
C 2.8704 -1.1720 2.5937 -0.772 0.104 0.117 -0.022
C 0.1135 1.2430 1.5876 0.030 -0.056 -0.837 0.016
C -1.4430 -0.7545 1.6748 1.306 0.033 0.199 -0.015
C 3.4627 1.6340 -4.1992 -0.250 0.078 0.373 -0.176
C 1.9742 -1.0510 -4.3454 -0.183 0.166 0.325 -0.177
C 0.8711 1.4066 -5.7875 -0.505 0.251 0.431 -0.177
C -3.7788 -0.4394 2.2116 0.143 0.595 -0.108 -0.253
C 3.9944 -0.3986 2.3346 -0.123 0.372 -0.501 -0.262
H 4.7039 1.5757 1.7962 -0.332 -0.115 0.146 0.122
H -2.8894 -2.3478 1.8228 0.212 0.503 -0.107 0.127
H -0.1239 0.9403 -5.8886 0.337 0.225 -0.029 0.040
H 4.0551 1.3259 -5.0773 -0.257 0.069 0.317 0.046
H 0.7584 2.5044 -5.8034 -0.018 -0.409 -0.048 0.041
H 3.3652 2.7333 -4.2156 0.132 -0.407 0.064 0.040
H -5.0709 -2.1126 2.4124 -0.153 0.086 0.020 0.080
H -0.9577 2.1662 -3.4239 0.188 -0.161 0.099 0.113
H 4.0069 1.3299 -3.2884 -0.068 0.211 -0.353 0.032
H 2.5830 -1.3168 -5.2258 -0.211 0.114 0.325 0.045
H -4.3836 1.5841 2.7064 0.596 -0.327 -0.260 0.130
H -2.1027 2.5364 2.3918 -0.059 -0.478 -0.334 0.125
H 0.1222 2.3088 1.4186 -0.131 0.165 0.825 0.127
H 2.4845 -1.4218 -3.4394 -0.202 -0.024 -0.375 0.033
H -5.8232 -0.7681 1.5446 0.222 0.078 0.012 0.095
H 5.9357 -0.7508 3.2674 -0.245 0.036 -0.141 0.097
H 5.2544 -2.1210 2.3729 0.094 0.200 0.025 0.082
H 2.9984 -2.2088 2.9132 -0.082 0.361 0.019 0.124
H 0.7209 -1.2126 2.8321 0.470 0.007 -0.367 0.109
H 2.1759 0.4903 -1.0835 -0.259 0.092 0.088 0.139
H 5.9363 -0.7261 1.4966 -0.216 -0.158 0.419 0.095
H -0.6038 -1.4399 1.4466 -0.852 0.492 -0.166 0.118
H -5.6156 -0.6620 3.2995 0.189 -0.214 -0.478 0.099
H 0.9901 -1.5421 -4.4364 0.417 0.083 0.073 0.040
H 2.4315 2.5521 1.6129 -0.109 -0.297 -0.384 0.123
H 1.4670 1.1192 -6.6701 -0.114 0.038 0.397 0.050
H -1.5877 2.3438 -0.7781 0.072 -0.067 0.139 0.114
```
Positions in Å, forces in eV/Å.

***

(4)
DFT (the ωB97M-V functional and the def2-TZVPD basis) results for one molecule with the formula C21H27N3O3.

SMILES: CCOCCCN1CC(=O)N2[C@@H](Cc3c([nH]c4ccccc34)C2(C)C)C1=O
Energy above the lowest of the compared OMol25 structures with the same formula, charge and spin: 2.216 eV
HOMO-LUMO gap: 8.52 eV
LUMO level: 0.73 eV

Structure (XYZ):
```
54
Properties=species:S:1:pos:R:3:forces:R:3:lowdin_charge:R:1
O -1.4821 -2.3598 -0.4610 -0.128 -0.258 -0.027 0.059
O -0.7712 2.6340 -0.9296 0.150 0.247 -0.058 0.071
O -5.4047 -0.1486 0.3999 0.197 0.178 0.095 -0.184
N 0.0613 -0.7074 -0.1586 0.381 0.023 -0.159 0.077
N 3.6890 -1.5092 0.1684 -0.104 -0.461 -0.032 0.150
N -2.1502 1.0103 -0.1889 -0.162 -0.020 -0.152 -0.046
C 6.1367 1.7583 0.5078 0.070 0.221 0.009 -0.104
C -1.1833 -1.2308 -0.1216 -0.652 0.269 0.135 -0.418
C 0.2288 0.7144 0.1442 0.178 0.703 0.131 -0.139
C -2.2335 -0.2800 0.4412 0.082 -0.418 0.151 -0.030
C -7.6348 -0.9892 1.0278 0.373 0.140 -0.200 -0.074
C 5.9993 -0.6567 0.6042 0.058 -0.078 0.018 -0.027
C 4.6460 -0.5440 0.3164 0.191 0.576 -0.024 -0.197
C 4.7956 1.8792 0.2217 -0.006 -0.078 0.011 -0.026
C -3.3534 1.6393 -0.6867 -0.144 0.279 -0.046 -0.118
C 6.7316 0.5077 0.6967 0.068 -0.113 0.022 -0.103
C -6.4770 -0.9874 0.0326 -0.265 -0.247 -0.005 -0.268
C 2.4903 -0.9026 -0.1138 -0.234 0.683 0.020 -0.159
C -5.6635 1.2355 0.3059 0.024 0.281 0.144 -0.235
C 1.5060 1.3298 -0.4432 -0.050 -0.196 -0.013 -0.062
C 1.2083 -1.6260 -0.3763 0.134 -0.524 -0.134 -0.402
C 2.6594 0.4480 -0.1527 -0.398 -0.487 0.043 -0.111
C 1.1832 -2.1032 -1.8364 -0.074 -0.012 0.089 0.007
C 1.1108 -2.8193 0.5870 -0.131 0.083 -0.039 -0.006
C -4.3439 1.9928 0.4359 -0.299 -0.342 -0.207 -0.125
C -0.9443 1.5580 -0.3909 0.149 -0.093 0.119 -0.402
C 4.0300 0.7183 0.1229 0.237 -0.382 0.037 -0.112
H 1.9173 -3.5203 0.3897 0.128 -0.090 0.001 0.079
H -6.8455 -0.7065 -0.9664 0.092 -0.063 0.066 0.120
H -8.3474 -1.7609 0.7510 -0.117 -0.070 -0.014 0.074
H 3.8462 -2.4984 0.2486 -0.025 0.088 0.019 0.154
H 1.1819 -2.4767 1.6177 0.064 0.018 0.091 0.098
H -4.5602 3.0608 0.4292 0.012 0.032 0.065 0.115
H 7.7872 0.4558 0.9190 0.078 -0.021 0.017 0.097
H 4.3418 2.8475 0.0738 -0.023 0.122 -0.015 0.109
H 6.7489 2.6445 0.5886 0.037 0.076 0.002 0.096
H 0.2505 0.8408 1.2408 0.037 0.080 -0.142 0.171
H -6.1344 1.4622 -0.6636 0.005 -0.022 0.055 0.130
H 0.2647 -2.6511 -2.0250 -0.026 -0.048 -0.044 0.080
H -3.0251 2.5361 -1.2159 -0.086 -0.172 0.026 0.122
H 1.3741 1.4532 -1.5225 -0.044 0.112 0.081 0.135
H 0.1713 -3.3437 0.4493 0.077 -0.059 -0.001 0.075
H -3.2283 -0.6985 0.2839 0.244 0.016 0.008 0.124
H 1.2343 -1.2484 -2.5066 0.049 0.079 -0.061 0.093
H -6.3488 1.5575 1.1028 0.017 -0.029 -0.130 0.121
H -8.1485 -0.0308 1.0342 -0.098 0.055 0.038 0.066
H -7.2625 -1.1952 2.0282 -0.001 -0.038 0.112 0.079
H 1.6362 2.3255 -0.0201 -0.085 -0.028 -0.049 0.131
H 6.4602 -1.6230 0.7496 0.073 -0.079 0.019 0.106
H 2.0331 -2.7519 -2.0328 0.123 -0.065 -0.033 0.087
H -6.0361 -1.9861 -0.0247 -0.107 0.068 -0.088 0.123
H -3.8985 1.7459 1.3995 -0.003 0.076 0.087 0.119
H -2.0598 -0.1982 1.5249 -0.086 -0.060 -0.027 0.145
H -3.8308 0.9594 -1.3991 0.020 0.048 -0.012 0.134
```
Positions in Å, forces in eV/Å.

***

Question: Which of these has the lowest LUMO level?
Answer: C21H27N2Si